1.
The following is a quantum chemistry calculation of 5 unconnected molecules or ions with the total composition C16H30BrF3N4O8, from OMol25.

Structure (XYZ):
```
62
Properties=species:S:1:pos:R:3:forces:R:3:nbo_charge:R:1
H -3.328511 1.170235 0.562876 0.245 -0.121 -0.133 0.2365
C 0.880961 -4.849912 -2.679388 -0.474 -0.868 0.145 0.6710
O 0.429618 -5.723130 -1.942401 0.244 0.467 -0.246 -0.6358
O -2.589931 0.609476 -4.847217 1.677 2.345 -1.709 -0.7007
H 0.918918 4.728030 6.205488 -0.148 0.234 0.165 0.2001
H 3.531746 -1.966304 5.051178 -0.125 -0.141 0.090 0.2247
C -0.032798 -1.162282 0.296091 0.538 -0.044 -0.320 -0.4200
H -2.667154 3.572233 5.327709 0.057 -0.048 0.200 0.2331
H 1.959121 -4.622959 -5.688742 0.064 0.291 -0.139 0.1943
O 0.258795 1.385252 -4.730217 1.201 -1.164 -2.868 -0.4898
C -1.694911 0.944267 -5.972884 0.079 -0.964 2.568 0.4799
H -1.745231 2.589085 6.514392 -0.125 0.164 -0.038 0.2289
H 0.004440 5.703195 5.028556 -0.054 0.123 0.290 0.2032
H 0.789953 3.600967 4.024254 -0.184 0.046 0.132 0.4067
H 1.723283 -1.221574 6.360409 -0.078 0.129 -0.159 0.2105
H 0.386357 -3.787443 -5.662142 0.217 0.242 -0.133 0.1989
H 1.726445 -3.195730 -4.645797 -0.133 -0.202 -0.040 0.2224
O 1.689275 -0.626240 -5.435757 -8.822 5.029 0.625 -0.5258
N 0.784522 -4.988359 -4.032885 0.013 -0.030 0.645 -0.6162
C -1.639055 0.572146 -0.595184 0.481 -0.068 -0.639 0.6820
H 0.822813 0.265368 3.896548 -0.131 0.024 0.135 0.4306
C 2.792724 -2.400317 4.372483 0.168 -0.241 -0.075 -0.7206
H 0.997139 -2.724164 -2.458349 0.207 0.023 -0.074 0.2222
O -0.724772 1.792270 3.702605 -0.050 0.057 0.281 -0.6634
H -0.862760 4.756749 6.265940 0.148 -0.077 -0.181 0.2136
O -0.794672 -0.256323 -5.980840 2.830 1.184 0.115 -0.5285
H 3.319014 -3.008826 3.631875 -0.185 0.228 0.083 0.2461
H -2.667773 1.370207 -4.199627 0.293 -1.005 -0.902 0.5174
C 1.546570 -3.614190 -2.140299 0.094 0.095 0.234 -0.7207
N 0.020113 3.670156 4.679671 -0.475 -0.714 -0.139 -0.6111
F -2.318387 4.000439 -5.861494 4.866 -1.285 0.993 -0.3179
C 2.030984 -1.308160 3.674193 -0.324 0.509 -0.456 0.6792
H 2.582879 -3.566449 -2.485165 -0.117 0.195 -0.041 0.2298
O 2.044817 -1.180413 2.452368 0.229 -0.162 0.588 -0.6538
H 2.102320 -3.045579 4.922171 0.164 0.068 0.114 0.2267
H 0.324567 -5.845204 -4.317963 0.118 0.232 0.092 0.4001
H 0.101175 -0.525177 6.109983 0.077 -0.020 0.294 0.1977
F -0.724879 3.913064 -4.063118 -0.783 -0.545 -4.938 -0.3270
C -2.482445 0.482503 0.646315 -0.174 0.122 0.132 -0.7283
N 1.307123 -0.440835 4.438520 0.526 -0.536 -0.521 -0.6258
H -0.014981 -0.100897 -1.540967 -0.118 0.012 0.247 0.3948
N -0.530132 -0.217892 -0.676130 -0.916 0.604 -0.134 -0.6085
C -2.078246 2.663142 5.475756 -0.221 -0.147 0.020 -0.7233
C 0.006214 4.776558 5.607093 0.359 0.105 -0.203 -0.4129
C 1.162961 -0.421612 5.874931 -0.225 0.286 -0.280 -0.4104
C -0.919178 3.646036 -5.528441 -0.095 2.050 2.294 0.9845
H 0.017803 2.111591 -6.816517 -0.725 -0.161 1.990 0.2501
H 1.518911 0.545364 6.237859 -0.027 -0.102 0.304 0.1917
H -1.891646 0.766127 1.521353 -0.079 -0.180 0.045 0.2508
H 0.005742 -2.146279 -0.176905 -0.025 -0.097 0.304 0.1900
Br -2.798929 1.119323 -7.673441 1.420 -0.301 1.603 0.0554
H 0.978277 -0.858412 0.576726 -0.265 -0.300 0.221 0.2385
C 1.247399 -4.084234 -5.058912 -0.168 -0.302 -0.194 -0.4142
F -0.012717 4.596725 -6.271022 -3.242 -3.409 2.464 -0.3312
C 0.537583 0.063585 -5.382102 2.365 -1.507 -0.532 0.9862
H -2.872208 -0.532354 0.761628 0.111 0.066 0.152 0.2259
H -2.712582 1.800498 5.253880 0.246 0.177 -0.055 0.2487
H 1.547274 -3.647666 -1.047301 -0.042 -0.136 -0.284 0.2473
O -1.920157 1.327111 -1.522750 -0.140 0.003 0.007 -0.6758
C -0.891022 2.663054 4.553172 0.507 -0.012 -0.462 0.6840
H -0.659234 -1.210983 1.187603 0.121 0.113 -0.198 0.2115
C -0.523526 2.075141 -5.779668 -0.991 -0.335 -1.481 -0.0535
```
Forces are in eV/Å.

Summary:
- F_max (eV Å⁻¹) = 10.174
- orbital gap (eV) = 8.56
- structure (SMILES) = O=C1O[C@H](C(F)(F)F)[C@@](O)(Br)O1.CNC(C)=O.CNC(C)=O.CNC(C)=O.CNC(C)=O
- lowest unoccupied orbital energy (eV) = -0.293
- 2S+1 = 1
- ΔE to the lowest compared entry with this formula, charge and spin (eV) = 2.769
- total charge = 0

=====

2.
The following is a quantum chemistry calculation of a molecular structure, C16H30Cl2KN5O6P2S, from OMol25.

Structure (XYZ):
```
63
Properties=species:S:1:pos:R:3:forces:R:3:nbo_charge:R:1
H -5.527186 -1.282288 1.020394 0.001 -0.014 -0.032 0.2045
N 3.192727 -0.966955 0.775135 1.294 0.367 -0.102 -0.9995
H -0.707304 3.500723 -2.998503 0.009 0.033 0.008 0.1805
C 6.086778 -0.920430 3.346787 0.007 0.103 -0.112 -0.2122
N -3.672045 -0.658127 0.286132 -0.565 -0.543 -0.051 -0.8130
H 1.120301 -5.680499 0.876117 -0.033 -0.052 0.009 0.2205
H -4.266504 2.087978 -0.236010 0.062 -0.070 0.002 0.2213
P -2.384951 0.309841 0.589592 0.847 -0.102 0.084 2.5203
C 6.194252 1.134472 1.410711 0.067 0.031 0.004 -0.1730
H -1.889034 -1.138395 -5.008570 0.005 0.027 -0.013 0.1945
C -2.945963 1.014690 -3.685383 0.002 0.010 -0.056 -0.4022
N -2.966288 1.613940 1.356070 -0.141 0.360 0.163 -0.8227
C 3.967748 0.116703 0.482028 0.008 -0.378 0.217 0.6408
H 8.006505 1.715545 2.398524 -0.008 -0.009 0.009 0.2125
H -4.928666 2.372150 1.376022 -0.024 0.023 -0.002 0.1899
N -1.907526 0.073415 -3.296312 -0.255 0.038 -0.455 -0.8272
H -2.323037 2.912531 2.868059 0.003 0.017 0.037 0.1964
C -4.020635 2.427681 0.767947 0.025 0.025 0.085 -0.4064
S 3.666034 -1.734976 2.091303 0.194 0.120 -0.004 2.2917
H -2.953428 -1.715301 -3.716493 -0.004 0.013 0.007 0.1813
H -2.672685 -1.820912 -1.194106 0.044 0.127 -0.008 0.2188
K 0.810931 -0.933934 0.477868 0.936 -0.599 0.591 0.9166
H -3.555572 1.743614 3.377947 -0.003 -0.014 0.000 0.1825
H 1.149699 2.003466 -3.871862 0.030 0.015 -0.013 0.1782
H 0.278090 3.666575 -1.535646 0.027 -0.010 -0.017 0.2097
H -4.190718 -1.558492 2.148496 0.011 -0.001 0.010 0.1931
H -1.390646 3.119505 -1.402955 -0.024 -0.052 0.019 0.2144
H -3.933700 0.662270 -3.370564 -0.009 -0.007 -0.006 0.1905
O 2.724626 -1.518568 3.172985 -0.021 -0.148 -0.120 -0.9703
O 3.746009 0.927912 -0.406701 -0.058 0.032 -0.045 -0.6553
H 6.035221 -1.707028 4.088528 -0.025 0.007 -0.038 0.2293
C -4.598099 -0.863249 1.407012 0.008 -0.024 -0.064 -0.4095
C 1.241368 1.567461 -2.872914 -0.028 0.029 0.070 -0.4142
O 4.015467 -3.112893 1.824239 -0.148 -0.070 0.044 -0.9709
C 7.128826 -0.001454 3.338904 0.026 0.060 -0.045 -0.2033
C 7.181969 1.013781 2.382142 -0.021 -0.050 0.029 -0.2093
H -3.011029 -2.676033 0.304010 -0.001 -0.026 0.005 0.2030
C -0.495397 3.064993 -2.015749 0.079 -0.048 -0.038 -0.4031
H 6.218263 1.916041 0.662193 0.011 -0.002 0.015 0.2294
H -1.879269 1.216782 3.107959 0.007 -0.036 -0.048 0.2440
H 1.547042 0.527815 -2.961744 -0.116 -0.042 0.054 0.2355
H -3.712292 3.473788 0.708228 0.021 0.022 0.046 0.1990
P -0.966808 0.374203 -2.000076 0.396 -0.698 0.563 2.5188
O -0.205458 -0.832893 -1.608662 -0.794 0.326 -1.354 -1.1455
Cl 1.172829 -3.875713 -0.636020 -0.036 -0.234 0.288 -0.0340
Cl -0.339913 -4.122751 1.894117 0.390 -0.066 -0.237 -0.0519
C 1.136929 -4.606497 0.994028 -0.236 0.224 -0.102 -0.3806
C 5.163292 0.215272 1.414713 -0.233 -0.118 -0.077 -0.1457
H -2.953203 1.150101 -4.768322 0.007 -0.052 -0.033 0.2006
H 7.909582 -0.076175 4.085679 0.000 0.030 -0.022 0.2136
H -4.833464 0.076787 1.899956 0.031 0.010 -0.024 0.2069
N -0.023794 1.691377 -2.138304 0.146 0.441 -0.081 -0.8171
H 2.010872 -4.261909 1.537347 -0.001 0.061 0.010 0.2655
H -4.334404 -2.300702 -0.826884 0.002 -0.020 -0.001 0.1993
C 5.124102 -0.783054 2.363990 0.233 -0.022 0.376 -0.2399
C -3.403101 -1.932274 -0.395530 -0.004 0.089 -0.022 -0.4180
O -1.228644 -0.329640 1.259719 -1.890 0.834 0.419 -1.1430
H -1.195580 -1.883075 -3.559107 0.035 0.043 0.055 0.2434
H 2.024724 2.076164 -2.310488 0.010 0.025 -0.040 0.2311
H -2.783013 1.994723 -3.238438 0.063 -0.037 0.055 0.2083
O -2.001665 0.890056 -0.871405 -0.294 -0.143 0.081 -1.1142
C -2.663991 1.881474 2.758049 0.014 0.099 -0.138 -0.4015
C -1.989171 -1.239610 -3.926182 -0.078 0.049 0.050 -0.4021
```
Forces are in eV/Å.

Summary:
- F_max (eV Å⁻¹) = 2.108
- orbital gap (eV) = 8.41
- lowest unoccupied orbital energy (eV) = 0.160
- 2S+1 = 1
- ΔE to the lowest compared entry with this formula, charge and spin (eV) = 0.293
- total charge = 0